Entry 1:
{"formula": "C44H37BrIN6O6Rb", "method": "the ωB97M-V functional and the def2-TZVPD basis", "symbols": ["Rb", "O", "C", "C", "C", "C", "C", "C", "C", "N", "C", "C", "N", "C", "C", "C", "C", "C", "C", "C", "O", "H", "H", "H", "H", "H", "H", "H", "H", "H", "H", "H", "H", "H", "H", "C", "C", "N", "C", "C", "C", "O", "C", "C", "N", "C", "C", "C", "C", "C", "C", "I", "C", "O", "H", "H", "H", "H", "H", "H", "H", "H", "H", "H", "H", "H", "C", "O", "C", "C", "C", "Br", "C", "C", "C", "O", "C", "N", "C", "C", "C", "C", "C", "C", "N", "H", "H", "H", "H", "H", "H", "H", "H", "H", "H", "H"], "xyz": [[-0.334001, 0.250733, 0.625050], [0.996863, 2.282327, -1.279234], [0.856810, 3.399598, -0.698062], [0.209451, 4.519800, -1.319252], [0.023329, 5.715057, -0.667294], [0.475002, 5.904278, 0.643922], [1.113294, 4.853720, 1.279565], [1.321844, 3.626931, 0.651996], [2.076738, 2.540614, 1.280479], [2.044294, 2.077633, 2.469678], [1.083302, 2.593010, 3.425187], [0.752195, 1.527262, 4.462595], [-0.124576, 0.509293, 3.926177], [-0.900949, -0.079354, 4.741567], [-1.851628, -1.124523, 4.417933], [-2.213390, -2.012156, 5.438401], [-3.085001, -3.061188, 5.236764], [-3.643780, -3.220723, 3.957976], [-3.347951, -2.349161, 2.943877], [-2.457564, -1.228863, 3.107217], [-2.277221, -0.392839, 2.181069], [-0.137502, 4.384720, -2.338531], [-0.484811, 6.529387, -1.175929], [0.334528, 6.853834, 1.146659], [1.500651, 5.004796, 2.281930], [2.778477, 2.036629, 0.610704], [1.516928, 3.450074, 3.955281], [0.153676, 2.931127, 2.949826], [1.696333, 1.063912, 4.775462], [0.307171, 2.011701, 5.347647], [-0.860220, 0.189957, 5.815344], [-1.762445, -1.873897, 6.419101], [-3.337001, -3.738095, 6.044642], [-4.332225, -4.040878, 3.777691], [-3.789023, -2.471270, 1.960248], [1.203218, -2.786665, -2.985565], [-0.240973, -2.407134, -3.169417], [-0.739990, -2.440297, -4.373427], [-2.031533, -2.085348, -4.558827], [-2.878291, -1.684348, -3.558470], [-4.274816, -1.281380, -3.971968], [-5.313425, -2.120625, -3.504895], [-2.369028, -1.615481, -2.224411], [-3.086454, -1.132482, -1.075594], [-4.356297, -0.906200, -1.040200], [-5.036064, -0.297886, -0.006505], [-6.095604, -0.998512, 0.595444], [-6.900556, -0.422314, 1.556307], [-6.685932, 0.892126, 1.950710], [-5.652834, 1.610536, 1.370291], [-4.842621, 1.027969, 0.411069], [-3.313383, 2.208492, -0.444513], [-0.993177, -2.007702, -1.986299], [-0.451169, -2.032450, -0.853317], [1.483052, -3.554736, -3.706696], [1.363586, -3.144308, -1.968247], [1.847702, -1.915769, -3.141141], [-2.383444, -2.135840, -5.585519], [-4.334375, -1.328113, -5.061390], [-4.450785, -0.241789, -3.665215], [-5.318095, -1.946540, -2.543784], [-2.485904, -1.011636, -0.168624], [-6.251320, -2.023703, 0.281288], [-7.701659, -0.997548, 2.005303], [-7.318968, 1.357106, 2.695890], [-5.467858, 2.631708, 1.677356], [1.395268, -2.399338, 2.881454], [1.675788, -1.673352, 1.700711], [2.887169, -1.781960, 1.142359], [3.929714, -2.537348, 1.638835], [5.139745, -2.563197, 0.946401], [6.579097, -3.596534, 1.653860], [5.333076, -1.873317, -0.217406], [4.278688, -1.098908, -0.735046], [3.052631, -1.037831, -0.059435], [2.010570, -0.333110, -0.450096], [4.435830, -0.335909, -1.961762], [3.500472, 0.422702, -2.472988], [4.028199, 0.996299, -3.604977], [3.458560, 1.891347, -4.504183], [4.237086, 2.304728, -5.570136], [5.549167, 1.848151, -5.743537], [6.131382, 0.961653, -4.852525], [5.349735, 0.546123, -3.784195], [5.584137, -0.300908, -2.721207], [2.069802, -2.109476, 3.693415], [1.470849, -3.477148, 2.706072], [0.376482, -2.142255, 3.159508], [3.825781, -3.107937, 2.549558], [6.288281, -1.923823, -0.720860], [2.201019, 0.183878, -1.276676], [2.446468, 2.240016, -4.345690], [3.827579, 3.002908, -6.289516], [6.124089, 2.197616, -6.592490], [7.149311, 0.612356, -4.979332], [6.439454, -0.787965, -2.535432]], "forces_ev_per_angstrom": [[0.15, 0.61, 0.13], [-0.02, -0.09, 0.02], [0.09, 0.03, 0.09], [-0.03, 0.00, -0.10], [0.02, -0.05, 0.04], [-0.01, 0.12, 0.06], [0.04, 0.01, -0.01], [-0.27, 0.09, -0.09], [0.23, -0.17, 0.03], [0.07, 0.02, -0.10], [-0.07, -0.06, 0.15], [0.07, 0.10, 0.15], [-0.04, -0.03, -0.15], [0.19, 0.20, 0.06], [-0.19, -0.12, -0.15], [0.04, 0.01, -0.07], [-0.04, -0.08, 0.14], [0.05, 0.07, 0.04], [0.00, -0.05, -0.12], [-0.21, 0.00, 0.18], [-0.29, -0.28, 0.20], [-0.01, -0.03, 0.02], [0.00, -0.02, -0.02], [0.00, -0.02, 0.01], [-0.03, -0.04, 0.01], [-0.06, 0.01, -0.02], [0.00, 0.01, -0.03], [0.03, 0.06, -0.01], [0.01, 0.02, -0.04], [0.01, -0.05, -0.01], [0.02, -0.03, -0.01], [-0.01, 0.03, 0.00], [0.01, 0.00, -0.02], [0.01, 0.00, -0.04], [-0.01, 0.02, 0.03], [-0.07, -0.04, 0.09], [0.20, -0.01, -0.13], [0.17, -0.06, 0.10], [-0.19, -0.04, -0.09], [0.11, 0.03, 0.16], [0.21, 0.23, -0.14], [-0.05, 0.00, 0.55], [0.35, -0.18, -0.32], [-0.28, -0.06, 0.31], [0.05, -0.24, -0.90], [-0.10, 0.12, 0.52], [0.14, 0.01, -0.10], [-0.02, 0.04, 0.06], [-0.02, -0.01, -0.05], [-0.03, 0.05, 0.13], [0.35, -0.01, -0.30], [-0.25, -0.11, 0.12], [-0.61, 0.02, -0.10], [-0.04, -0.12, 0.03], [-0.01, 0.04, -0.05], [0.04, 0.02, -0.01], [0.01, 0.00, 0.04], [-0.04, 0.01, 0.04], [0.08, 0.08, 0.00], [-0.05, -0.05, 0.02], [-0.04, -0.05, -0.07], [-0.22, 0.01, -0.08], [-0.02, 0.01, -0.01], [0.02, -0.03, -0.01], [0.03, 0.00, 0.02], [0.02, 0.00, -0.04], [-0.04, -0.06, 0.14], [0.00, 0.10, -0.04], [0.08, -0.05, -0.04], [-0.06, -0.04, 0.06], [0.19, -0.01, -0.10], [-0.03, -0.01, 0.01], [-0.11, 0.03, 0.06], [-0.11, -0.06, 0.15], [0.22, -0.15, -0.07], [0.42, 0.02, -0.28], [0.04, 0.20, -0.28], [-0.17, -0.12, 0.23], [0.30, -0.08, -0.10], [-0.01, -0.02, 0.02], [-0.08, 0.06, -0.02], [0.08, -0.03, 0.00], [0.08, -0.04, 0.02], [-0.26, 0.14, -0.01], [0.03, -0.05, 0.06], [0.00, 0.04, -0.04], [0.02, 0.03, -0.05], [0.00, 0.00, -0.02], [-0.06, 0.04, 0.00], [0.01, -0.01, 0.00], [0.04, 0.10, 0.13], [0.00, 0.00, 0.00], [-0.01, -0.01, 0.01], [-0.01, 0.00, 0.01], [-0.01, 0.02, -0.04], [0.00, -0.05, 0.05]], "mulliken_charge": [0.396, -0.553, -0.261, -0.645, -0.406, -0.818, -0.034, 0.718, -0.221, -0.410, -0.420, -1.150, 0.559, -0.801, 0.690, -0.635, -0.688, -0.622, -0.301, 0.255, -0.515, 0.402, 0.342, 0.359, 0.338, 0.212, 0.312, 0.351, 0.216, 0.466, 0.173, 0.303, 0.347, 0.367, 0.278, -0.763, 0.530, -0.734, -0.935, 0.935, -0.632, -0.654, 0.047, 0.243, -0.372, -0.183, -0.223, -0.597, -0.584, -0.532, 0.326, 0.148, 0.357, -0.974, 0.423, 0.214, -0.091, 0.250, 0.375, 0.213, 0.377, 0.258, 0.369, 0.344, 0.354, 0.383, -0.741, 0.685, 0.378, -0.755, -0.505, -0.283, -1.356, 1.724, -0.771, 0.957, -0.211, 0.124, -0.137, -0.821, -0.512, -0.365, -1.119, 0.711, -0.065, 0.403, 0.459, -0.324, 0.570, 0.431, 0.214, 0.544, 0.386, 0.363, 0.362, 0.181], "e_tot_ev": -146255.9336, "e_lumo_ev": 3.36, "multiplicity": 1, "e_homo_ev": -2.2, "total_charge": -2, "de_lowest_ev": 0.0000, "orbital_gap_ha": 0.203}

Entry 2:
{"formula": "C3H8NO2", "method": "the ωB97M-V functional and the def2-TZVPD basis", "symbols": ["O", "C", "O", "H", "H", "C", "C", "N", "H", "H", "H", "H", "H", "H"], "xyz": [[0.304022, -1.007452, 1.287812], [0.528375, -0.974486, 2.463859], [0.211328, 0.005209, 3.286062], [0.850838, -1.897057, 2.971734], [0.152163, -0.344629, 4.199775], [-0.469200, 0.775780, -3.597341], [-0.483045, 0.200609, -1.206227], [-0.065973, 0.919578, -2.167590], [0.355030, 0.915114, -4.289019], [-1.324794, 1.424552, -3.766571], [-0.737370, -0.278901, -3.614901], [-1.291885, -0.499303, -1.418779], [-0.275094, 0.469895, -0.180670], [0.489125, 1.719683, -1.872942]], "forces_ev_per_angstrom": [[0.32, 1.03, -0.45], [-0.82, -2.03, 0.47], [-0.26, 0.48, 0.44], [0.43, 0.16, 0.08], [0.33, 0.39, -0.53], [-0.03, -1.02, 1.10], [-1.54, 0.64, -0.30], [0.39, 0.67, 0.06], [0.08, 0.37, 0.23], [0.14, 0.02, -0.22], [-0.39, 0.10, -0.61], [0.62, -0.47, 0.06], [0.43, -0.30, 0.09], [0.31, -0.03, -0.42]], "mulliken_charge": [-0.480, 0.215, -0.407, 0.289, 0.377, -0.658, -0.039, -0.060, 0.321, 0.313, 0.273, 0.268, 0.273, 0.315], "e_tot_ev": -8818.2673, "e_lumo_ev": -4.76, "multiplicity": 1, "e_homo_ev": -14.4, "total_charge": 1, "de_lowest_ev": 1.6851, "orbital_gap_ha": 0.353}

Entry 3:
{"formula": "C3H6O3", "method": "the ωB97M-V functional and the def2-TZVPD basis", "symbols": ["O", "C", "C", "O", "C", "O", "H", "H", "H", "H", "H", "H"], "xyz": [[-0.065795, -0.476254, 1.772402], [0.809295, -0.440486, 0.681641], [0.540936, 0.753176, -0.321858], [-0.754172, -0.776624, -1.810383], [-1.352343, -0.201253, -0.975421], [-2.121106, -0.005190, -0.095607], [-0.959617, -0.557529, 1.411774], [0.893673, -1.424546, 0.185546], [1.809419, -0.243566, 1.112017], [1.280938, 0.691465, -1.128612], [0.517598, 1.658185, 0.254683], [-0.545814, 1.106275, -0.960647]], "forces_ev_per_angstrom": [[-0.27, -0.05, 0.00], [0.00, 0.42, -0.57], [-1.03, 1.04, -0.51], [-1.27, -0.11, -0.43], [-0.68, -2.47, 0.09], [0.01, 0.19, -0.85], [0.05, 0.01, 0.34], [-0.25, 0.44, -0.10], [-0.40, 0.16, -0.35], [-0.22, 0.41, 0.24], [0.84, 0.57, 0.36], [3.23, -0.60, 1.79]], "mulliken_charge": [-0.503, -0.464, -0.739, -0.402, 0.684, -0.496, 0.393, 0.306, 0.312, 0.370, 0.358, 0.181], "smiles": "O=C=O.CCO", "e_tot_ev": -9348.8895, "e_lumo_ev": 0.51, "multiplicity": 1, "e_homo_ev": -10.6, "total_charge": 0, "de_lowest_ev": 2.4271, "orbital_gap_ha": 0.410}

What did the second record say?
{"formula": "C3H8NO2", "method": "the ωB97M-V functional and the def2-TZVPD basis", "symbols": ["O", "C", "O", "H", "H", "C", "C", "N", "H", "H", "H", "H", "H", "H"], "xyz": [[0.304022, -1.007452, 1.287812], [0.528375, -0.974486, 2.463859], [0.211328, 0.005209, 3.286062], [0.850838, -1.897057, 2.971734], [0.152163, -0.344629, 4.199775], [-0.469200, 0.775780, -3.597341], [-0.483045, 0.200609, -1.206227], [-0.065973, 0.919578, -2.167590], [0.355030, 0.915114, -4.289019], [-1.324794, 1.424552, -3.766571], [-0.737370, -0.278901, -3.614901], [-1.291885, -0.499303, -1.418779], [-0.275094, 0.469895, -0.180670], [0.489125, 1.719683, -1.872942]], "forces_ev_per_angstrom": [[0.32, 1.03, -0.45], [-0.82, -2.03, 0.47], [-0.26, 0.48, 0.44], [0.43, 0.16, 0.08], [0.33, 0.39, -0.53], [-0.03, -1.02, 1.10], [-1.54, 0.64, -0.30], [0.39, 0.67, 0.06], [0.08, 0.37, 0.23], [0.14, 0.02, -0.22], [-0.39, 0.10, -0.61], [0.62, -0.47, 0.06], [0.43, -0.30, 0.09], [0.31, -0.03, -0.42]], "mulliken_charge": [-0.480, 0.215, -0.407, 0.289, 0.377, -0.658, -0.039, -0.060, 0.321, 0.313, 0.273, 0.268, 0.273, 0.315], "e_tot_ev": -8818.2673, "e_lumo_ev": -4.76, "multiplicity": 1, "e_homo_ev": -14.4, "total_charge": 1, "de_lowest_ev": 1.6851, "orbital_gap_ha": 0.353}

Which value of multiplicity does entry 3 give?
1